9
Properties=species:S:1:pos:R:3 method="wB97M-V/def2-TZVPD" charge=0 smiles="C=NBr.N" gap_ev=9.25 lumo_ev=0.19
Br 0.15 0.58 1.98
N 0.65 1.37 -1.23
N 0.09 -0.69 0.55
C -0.63 -1.71 0.68
H -0.57 -2.40 -0.17
H -0.14 0.75 -0.85
H -1.49 -1.87 1.34
H 1.43 1.59 -0.71
H 0.51 2.39 -1.59

=====

15
Properties=species:S:1:pos:R:3 method="wB97M-V/def2-TZVPD" charge=0 gap_ev=9.89 lumo_ev=0.75
C -0.09 -1.50 -0.29
C 1.57 0.98 -0.16
C -2.74 0.33 1.20
C 0.23 1.05 -0.74
C -0.29 -0.02 0.23
C 2.72 0.59 -0.11
C -1.65 0.15 0.71
H 0.56 0.56 1.15
H 0.32 0.81 -1.81
H -3.68 0.51 1.66
H 3.50 0.14 0.45
H -0.28 2.01 -0.56
H -0.08 -2.19 0.55
H -0.91 -1.85 -0.96
H 0.85 -1.61 -0.86

=====

24
Properties=species:S:1:pos:R:3 method="wB97M-V/def2-TZVPD" charge=+1 gap_ev=9.63 lumo_ev=-2.93
S -0.18 1.52 -0.58
O 0.81 2.56 0.23
N 2.86 -1.32 0.18
N 0.66 0.01 -0.02
N 3.01 1.01 0.07
N -1.37 1.61 0.34
C -1.44 -1.11 -0.73
C -2.46 -0.55 0.27
C 2.36 -0.11 0.08
C 0.00 -1.25 -0.22
C -2.63 0.97 0.14
H 4.02 1.04 0.17
H 0.36 2.85 1.03
H -3.42 -1.02 0.11
H 2.48 1.89 0.05
H 3.86 -1.46 0.26
H -1.76 -2.11 -1.02
H -2.14 -0.78 1.29
H 0.53 -1.85 -0.97
H -0.02 -1.81 0.72
H 2.26 -2.13 0.17
H -3.06 1.21 -0.84
H -3.31 1.33 0.91
H -1.44 -0.50 -1.64

=====

25
Properties=species:S:1:pos:R:3 method="wB97M-V/def2-TZVPD" charge=0 multiplicity=3 gap_ev="6.82 / 7.18" lumo_ev="0.79 / -2.26"
O 3.57 -0.78 -1.81
C 1.46 0.47 -1.75
C -0.87 1.56 -0.11
C -2.47 1.08 1.65
C 2.74 -0.24 -1.13
C 2.32 -0.40 0.22
C -0.96 -0.63 0.93
C 0.34 -1.74 -1.65
C -1.91 -0.17 1.86
C -2.02 1.95 0.63
C 0.55 -0.39 -0.97
C 2.31 -0.08 1.45
C -0.40 0.20 -0.06
H -0.62 -2.01 -2.16
H -3.39 1.48 2.21
H -2.35 -0.64 2.70
H -0.80 -1.68 1.12
H 1.12 -1.87 -2.33
H 1.68 1.52 -1.46
H 1.27 0.25 -2.82
H 1.58 -0.42 2.00
H 0.57 -2.66 -0.90
H 3.16 0.65 1.86
H -2.41 2.91 0.35
H -0.63 2.35 -0.82

=====

18
Properties=species:S:1:pos:R:3 method="wB97M-V/def2-TZVPD" charge=0 gap_ev=9.00 lumo_ev=1.09
C 2.35 0.37 -0.80
C -2.10 0.50 0.71
C 0.79 -1.01 0.58
C -1.47 -0.87 0.71
C 1.00 -0.33 -0.71
C 1.11 1.18 -0.71
H -1.87 -1.54 1.47
H 2.99 0.32 0.08
H 0.90 1.68 0.23
H -3.18 0.43 0.51
H -0.35 -0.68 1.16
H 0.66 -2.09 0.42
H 2.87 0.31 -1.75
H 0.77 1.71 -1.60
H -1.66 1.14 -0.06
H -1.52 -1.36 -0.26
H -1.98 1.00 1.68
H 0.67 -0.77 -1.66

=====

80
Properties=species:S:1:pos:R:3 method="wB97M-V/def2-TZVPD" charge=0 multiplicity=4 gap_ev="5.30 / 6.44" lumo_ev="-0.68 / -0.70"
W -0.09 0.55 0.02
Sb 3.78 3.81 0.37
S 1.50 2.55 0.30
S -2.58 0.73 -0.14
S -2.95 -2.51 1.93
S 2.63 -0.49 -0.09
S 2.68 2.44 2.06
S 5.43 2.63 -0.58
F 0.21 -3.47 4.58
F -1.09 -5.02 -2.80
O 1.91 1.45 5.88
O 0.32 0.17 2.08
O -1.96 -1.39 1.74
O -0.90 2.00 1.96
O 2.53 -3.05 6.08
N 0.41 0.12 4.77
N -2.10 3.06 -1.58
N 4.99 -0.55 -1.21
N -0.24 1.64 -1.96
N 2.17 -0.81 5.96
N 3.46 -1.22 -2.63
N -4.11 2.81 -0.81
C -0.42 -1.32 -1.01
C 1.22 3.80 -2.96
C 1.52 0.34 5.55
C 0.00 -1.16 4.44
C 0.01 -2.53 -0.42
C 2.30 -1.96 -3.07
C 0.64 -2.24 4.88
C 5.73 -0.66 -2.46
C -5.26 2.22 -0.15
C -2.85 4.18 -1.97
C -0.74 2.88 -1.97
C 0.93 1.48 -2.62
C -4.09 4.01 -1.50
C -4.46 -1.73 2.48
C 3.67 -0.78 -1.37
C -0.22 -3.77 -1.00
C -0.24 1.26 4.14
C -2.89 2.21 -0.86
C -0.02 3.99 -2.38
C -1.14 -1.45 -2.20
C -1.37 -2.68 -2.82
C 1.85 -2.13 5.68
C 1.68 2.51 -3.14
C 4.71 -1.34 -3.37
C -0.28 1.17 2.63
C -3.51 -2.95 0.29
C -0.89 -3.82 -2.21
H 1.26 0.45 -2.69
H -5.47 1.24 -0.56
H 4.94 -2.40 -3.54
H -4.96 4.63 -1.59
H 1.54 -1.94 -2.29
H -1.26 1.37 4.49
H -5.29 -2.44 2.41
H -0.87 -1.24 3.81
H -2.69 -3.47 -0.20
H 1.89 -1.53 -3.98
H 6.63 -1.25 -2.32
H 0.55 -2.50 0.52
H 3.01 -0.66 6.51
H 0.14 -4.68 -0.54
H 6.01 0.33 -2.82
H -0.40 4.98 -2.21
H -3.75 -2.04 -0.25
H -5.06 2.12 0.92
H 4.62 -0.85 -4.34
H 2.62 2.29 -3.63
H 2.57 -3.00 -3.27
H -6.11 2.88 -0.31
H -1.92 -2.76 -3.75
H 1.82 4.65 -3.27
H -1.52 -0.56 -2.69
H 5.26 0.13 -0.51
H -4.38 -3.61 0.38
H -4.32 -1.42 3.51
H 0.32 2.15 4.42
H -2.44 4.96 -2.58
H -4.63 -0.86 1.84

=====

Max |F|: 3.8; 4.4; 6.0; 6.2; 0.3; 1.1 (eV Å⁻¹)
Energy: -2724.5365; -271.3016; -890.4485; -539.4317; -235.6315; -4703.2199 (hartree)
Energy above the lowest of the compared OMol25 structures with the same formula, charge and spin: 0.546; 6.255; 0.042; 1.082; 5.080; 2.373 (eV)